No. 1
{"formula": "C6H12N", "method": "ωB97M-V with the def2-TZVPD basis set", "species": ["C", "C", "C", "C", "C", "C", "N", "H", "H", "H", "H", "H", "H", "H", "H", "H", "H", "H", "H"], "positions_angstrom": [[4.082, -0.017, 0.374], [-2.410, -1.442, -0.036], [-1.557, -0.383, -0.073], [-0.053, -0.611, -0.081], [-1.483, 2.161, -0.299], [-2.145, 0.885, -0.057], [3.050, -0.781, 0.152], [5.098, -0.437, 0.298], [3.467, -1.335, 0.936], [-1.998, -2.444, 0.045], [-3.489, -1.381, 0.029], [0.256, -1.012, 0.876], [0.477, 0.236, -0.500], [-1.970, 2.608, -1.176], [-0.422, 2.039, -0.477], [-3.212, 0.936, 0.151], [4.158, 1.012, -0.017], [-1.653, 2.863, 0.523], [0.149, -1.350, -0.861]], "gap_ev": 5.968, "spin_multiplicity": 1, "total_charge": 1}

No. 2
{"formula": "C6H12N2", "method": "ωB97M-V with the def2-TZVPD basis set", "species": ["C", "C", "C", "C", "C", "C", "H", "H", "H", "H", "H", "H", "H", "H", "H", "H", "H", "H", "N", "N"], "positions_angstrom": [[-0.213, -2.036, -0.041], [0.275, -0.609, -0.601], [0.296, -0.410, -2.014], [0.479, 0.333, 0.343], [0.526, 0.105, 1.849], [0.812, 1.788, 0.055], [-0.797, -2.497, -0.843], [-0.843, -1.848, 0.883], [0.532, -2.679, 0.399], [-0.243, -1.248, -2.349], [1.252, -0.344, -2.513], [-0.144, 0.480, -2.532], [-0.087, 0.864, 2.307], [1.518, 0.266, 2.345], [0.232, -0.770, 2.239], [0.921, 2.335, 1.021], [-0.172, 2.222, -0.406], [1.708, 2.134, -0.516], [-3.034, 0.422, 0.323], [-3.019, 1.491, 0.053]], "gap_ev": 9.579, "smiles": "CC(C)=C(C)C.N#N", "spin_multiplicity": 1}

Which E belongs to each record? In order, -290.150661, -345.298374 Ha.
Which LUMO level belongs to each record? In order, -0.2449, 0.0416 Ha.
Which ΔE to the lowest compared entry with this formula, charge and spin belongs to each record? In order, 107.46, 18.50 kcal per mole.